The molecule C6H11N at a distorted geometry, computed with ωB97M-V with the def2-TZVPD basis set.

```
18
Properties=species:S:1:pos:R:3:lowdin_charge:R:1
C 0.747 2.235 1.405 -0.005
C -0.236 1.639 0.704 -0.130
C -0.245 0.328 0.032 -0.366
C 0.809 -0.462 0.482 -0.142
C 1.713 -1.206 -0.495 -0.130
N -1.106 0.046 -0.972 -0.036
C -1.888 -1.204 -0.855 -0.076
H 0.979 3.248 1.266 0.029
H 1.235 1.631 2.269 0.094
H -0.891 2.384 0.394 0.067
H 1.077 -0.716 1.579 0.129
H 2.697 -0.716 -0.493 0.066
H 1.266 -1.172 -1.511 0.064
H 1.858 -2.329 -0.516 0.073
H -1.672 0.853 -1.201 0.117
H -2.831 -0.864 -0.421 0.072
H -1.410 -1.834 0.005 0.117
H -2.103 -1.860 -1.673 0.057
```

Computed properties:
Electronic energy, eV: -7886.201
LUMO energy, Ha: 0.0172
SMILES: C=C/C(=C/C)NC
HOMO energy, eV: -7.001
Energy above the lowest of the compared OMol25 structures with the same formula, charge and spin, eV: 4.330
Net charge: 0